i.
{"formula": "C4H9OP", "method": "wB97M-V/def2-TZVPD", "species": ["C", "C", "C", "C", "O", "P", "H", "H", "H", "H", "H", "H", "H", "H", "H"], "positions_angstrom": [[-1.1721, 0.3179, -0.0455], [-0.6457, -0.7858, -0.8750], [-2.4439, 0.9689, -0.5654], [2.9243, -0.3233, 1.3588], [-0.6333, 0.7307, 0.9543], [3.1240, -0.7638, -0.4342], [0.2639, -1.1712, -0.4290], [-0.4292, -0.6182, -1.9728], [-1.4346, -1.5492, -1.0960], [-2.5232, 1.0101, -1.6322], [-2.4098, 1.9989, -0.1151], [-3.3646, 0.4964, -0.1081], [1.9253, -0.3695, 1.6908], [3.1377, 0.7541, 1.2986], [3.6813, -0.6959, 1.9708]], "nbo_charge": [0.5903, -0.7425, -0.7308, -1.0147, -0.5471, 0.2924, 0.2357, 0.2490, 0.2397, 0.2220, 0.2401, 0.2399, 0.2519, 0.2416, 0.2326], "orbital_gap_ev": [7.21, 7.14]}

ii.
{"formula": "C4H9OP", "method": "wB97M-V/def2-TZVPD", "species": ["C", "C", "C", "C", "O", "P", "H", "H", "H", "H", "H", "H", "H", "H", "H"], "positions_angstrom": [[0.7472, -0.5368, 3.5360], [0.2535, 0.2424, 2.5736], [-0.4260, 0.6067, -2.9151], [0.2285, -0.3119, -1.8012], [-0.7925, -0.7017, -0.8869], [-1.6414, 0.1965, 0.1205], [1.7123, -1.0047, 3.7089], [0.1573, -0.8028, 4.4130], [-0.8885, 0.4468, 2.5380], [0.7682, 0.7013, 1.8121], [-1.0550, -0.1055, -3.5189], [-1.0968, 1.2551, -2.4387], [0.4635, 1.0104, -3.5751], [1.0290, 0.2772, -1.3364], [0.5409, -1.2731, -2.2298]], "nbo_charge": [-0.3803, -0.3960, -0.6316, -0.0598, -0.8084, 0.4869, 0.1986, 0.1883, 0.1953, 0.1893, 0.2086, 0.2184, 0.2184, 0.1790, 0.1933], "orbital_gap_ev": [6.91, 6.93]}

We find i to be the most stable, with the next structure 0.0326 hartree higher.

i.
{"formula": "C3H8N3", "method": "wB97M-V/def2-TZVPD", "species": ["C", "C", "C", "N", "N", "N", "H", "H", "H", "H", "H", "H", "H", "H"], "positions_angstrom": [[2.2182, 0.6995, 0.6106], [-1.3740, 0.3646, -0.7986], [0.1514, -2.0592, 0.1963], [1.6464, -0.2049, -0.0125], [1.1888, -1.3500, -0.0971], [-1.9296, 1.4453, -0.4257], [2.5071, 0.4264, 1.5672], [2.5070, 1.6861, 0.2473], [-1.5794, -0.2549, -1.6847], [-0.1626, -3.0899, -0.0271], [-0.3949, -1.5192, 1.0365], [-0.5468, -0.0574, -0.0373], [-2.5041, 2.0458, -1.0102], [-1.7276, 1.8678, 0.4354]], "nbo_charge": [-0.1497, 0.1411, -0.2705, -0.1657, -0.1228, -0.5892, 0.1747, 0.2112, 0.2575, 0.2461, 0.1354, 0.2583, 0.4422, 0.4314], "orbital_gap_ev": 6.91, "total_charge": 1}

ii.
{"formula": "C3H8N3", "method": "wB97M-V/def2-TZVPD", "species": ["C", "C", "C", "N", "N", "N", "H", "H", "H", "H", "H", "H", "H", "H"], "positions_angstrom": [[1.3254, -1.1035, -0.2614], [0.4095, 1.0268, -0.3485], [-1.5395, -0.2175, 0.7010], [1.2987, 0.0764, 0.2910], [-1.0280, -0.9612, -0.4331], [-0.9725, 0.4383, -0.4821], [1.0162, -1.3660, -1.2850], [1.4544, -2.0035, 0.3636], [0.5887, 1.8782, 0.2144], [0.9086, 1.2628, -1.2804], [-2.6069, -0.2350, 0.8210], [-1.0182, -0.1649, 1.6973], [1.5762, 0.3272, 1.2319], [-1.4126, 1.0419, -1.2297]], "nbo_charge": [0.0792, -0.1039, -0.0792, -0.5066, -0.3855, -0.2819, 0.2592, 0.2441, 0.2328, 0.2367, 0.2274, 0.1938, 0.4413, 0.4426], "orbital_gap_ev": 8.77, "total_charge": 1}

We find ii to be the most stable, with the next structure 0.0190 hartree higher.

i.
{"formula": "C3H8N3", "method": "wB97M-V/def2-TZVPD", "species": ["C", "C", "C", "N", "N", "N", "H", "H", "H", "H", "H", "H", "H", "H"], "positions_angstrom": [[2.5802, 0.6680, -0.2262], [0.0530, -0.5737, 0.1937], [-2.0083, 0.6936, 0.1886], [2.2361, -0.4708, 0.0686], [-0.5157, 0.5624, 0.0895], [-0.2088, -1.7937, 0.0748], [3.5832, 0.8926, -0.7464], [2.1419, 1.5770, -0.0296], [-2.4569, -0.0444, 0.9257], [-2.3715, 1.6150, 0.3204], [-2.5530, 0.3874, -0.8408], [0.1475, 1.2297, -0.2669], [0.4241, -2.4447, 0.5429], [-1.0515, -2.2983, -0.2943]], "nbo_charge": [-0.1392, 0.6785, -0.4284, -0.2662, -0.5587, -0.7537, 0.2492, 0.1808, 0.2397, 0.2385, 0.2232, 0.4379, 0.4539, 0.4446], "orbital_gap_ev": [8.86, 8.89], "total_charge": 1}

ii.
{"formula": "C3H8N3", "method": "wB97M-V/def2-TZVPD", "species": ["C", "C", "C", "N", "N", "N", "H", "H", "H", "H", "H", "H", "H", "H"], "positions_angstrom": [[-2.1454, 1.0594, -0.4047], [0.5869, 1.0235, 0.0107], [-0.1027, -1.7190, -0.1034], [-1.7410, -0.0801, -0.0302], [-0.5363, -0.3304, 0.1608], [1.8335, 0.7120, -0.3097], [-3.1511, 1.1872, -0.5335], [-1.3213, 1.6271, -0.8034], [0.1739, 1.7197, 0.7812], [-0.1986, -1.8478, -1.2354], [0.9247, -1.7439, 0.2738], [-0.8650, -2.2963, 0.4514], [2.5296, 1.4664, -0.1028], [1.9904, -0.0076, -1.0124]], "nbo_charge": [-0.1104, 0.2542, -0.4302, -0.1449, -0.1358, -0.6890, 0.2278, 0.1576, 0.2629, 0.2190, 0.2171, 0.2727, 0.4530, 0.4459], "orbital_gap_ev": [7.86, 7.86], "total_charge": 1, "smiles": "C=NN(C)C=[NH2+]"}

We find i to be the most stable, with the next structure 0.0038 hartree higher.

i.
{"formula": "C3H8N3", "method": "wB97M-V/def2-TZVPD", "species": ["C", "C", "C", "N", "N", "N", "H", "H", "H", "H", "H", "H", "H", "H"], "positions_angstrom": [[1.6873, 1.2306, -0.4743], [1.7293, 0.0315, -0.2450], [-1.1395, -0.6008, 0.4360], [-0.9970, 0.8371, 0.0138], [-0.0908, -1.4043, -0.1314], [1.2147, -1.0944, 0.2559], [2.0729, 2.2479, -0.6849], [-1.1997, -0.6410, 1.5454], [-2.1265, -0.9938, 0.0834], [-1.4206, 1.1050, -0.9429], [0.1346, 1.1661, 0.1281], [-0.1607, -1.5372, -1.0968], [1.8214, -1.9540, 0.5060], [-1.5254, 1.6075, 0.6067]], "nbo_charge": [-0.4326, 0.2626, -0.0733, -0.7881, -0.4234, -0.4973, 0.3031, 0.2387, 0.2375, 0.4452, 0.4672, 0.3702, 0.4438, 0.4464], "orbital_gap_ev": 9.79, "total_charge": 1, "smiles": "C#CNNC[NH3+]"}

ii.
{"formula": "C3H8N3", "method": "wB97M-V/def2-TZVPD", "species": ["C", "C", "C", "N", "N", "N", "H", "H", "H", "H", "H", "H", "H", "H"], "positions_angstrom": [[-0.8206, 0.0404, 1.2782], [-0.1945, 0.0788, -0.1577], [0.6560, 1.2382, -0.7404], [-2.2153, 0.0118, 0.3097], [-1.5699, -0.0070, -0.7331], [0.6314, -1.1259, -0.3175], [-0.8030, -0.9616, 1.8862], [-0.5261, 0.8690, 1.8730], [0.0457, 2.1578, -0.6898], [0.8703, 0.9705, -1.7464], [1.5911, 1.2367, -0.2176], [1.1948, -1.2976, -1.1701], [-0.0503, -1.8583, -0.2150], [1.1905, -1.3530, 0.6405]], "nbo_charge": [-0.3436, 0.1884, -0.6205, 0.0274, -0.1323, -0.7040, 0.2282, 0.2442, 0.2671, 0.2325, 0.2298, 0.4649, 0.4458, 0.4721], "orbital_gap_ev": 9.78, "total_charge": 1, "smiles": "C[C@@]1([NH3+])CN=N1"}

iii.
{"formula": "C3H8N3", "method": "wB97M-V/def2-TZVPD", "species": ["C", "C", "C", "N", "N", "N", "H", "H", "H", "H", "H", "H", "H", "H"], "positions_angstrom": [[1.1875, 1.5990, 1.6537], [-0.1865, -0.4572, -0.2636], [-0.8755, 0.6071, -0.9536], [0.5056, 0.5504, 1.7061], [0.4885, -0.4321, 0.8434], [-0.2220, -1.9374, -0.7222], [2.0710, 1.6751, 0.9532], [0.9609, 2.2483, 2.5206], [-0.3735, 1.5714, -0.6732], [-2.0356, 0.6523, -0.6903], [-0.8043, 0.3514, -2.1429], [-0.2748, -2.3166, 0.2702], [0.6533, -2.0131, -1.1740], [-1.0946, -2.0987, -1.3273]], "nbo_charge": [-0.0831, 0.3216, -0.7232, -0.2028, -0.2324, -0.7276, 0.1948, 0.2304, 0.2813, 0.2778, 0.2551, 0.4920, 0.4541, 0.4618], "orbital_gap_ev": 10.10, "total_charge": 1, "smiles": "C=N/N=C(\\C)[NH3+]"}

We find iii to be the most stable, with the next structure 0.0230 hartree higher.

i.
{"formula": "C2H2Cl2O2S", "method": "wB97M-V/def2-TZVPD", "species": ["C", "C", "O", "O", "S", "Cl", "Cl", "H", "H"], "positions_angstrom": [[-0.0915, 0.4997, -0.9004], [-0.9280, 0.3188, 0.3280], [0.1895, -0.3025, -3.6250], [1.1071, 1.0800, -0.8414], [-0.6071, -0.3974, -2.4166], [-0.8077, 1.7851, 1.3339], [-0.1426, -0.9907, 1.3156], [-2.0288, 0.0224, 0.4037], [1.5660, 1.0228, -0.0049]], "nbo_charge": [0.0505, -0.3102, -0.8745, -0.6545, 1.0453, -0.0040, -0.0473, 0.2905, 0.5043], "orbital_gap_ev": [7.95, 7.94]}

ii.
{"formula": "C2H2Cl2O2S", "method": "wB97M-V/def2-TZVPD", "species": ["C", "C", "O", "O", "S", "Cl", "Cl", "H", "H"], "positions_angstrom": [[0.2202, 0.0423, -0.2083], [-0.9796, -0.0651, 0.6017], [3.1033, -0.5512, -0.3610], [0.3038, 0.7188, -1.2995], [2.0619, -0.7729, 0.6423], [-1.2955, -1.8720, 0.7648], [-2.2568, 0.7868, -0.1852], [-0.7554, 0.3123, 1.6024], [-0.4020, 1.4010, -1.5573]], "nbo_charge": [0.1968, -0.3463, -0.8262, -0.6576, 0.8921, -0.0412, 0.0186, 0.2544, 0.5095], "orbital_gap_ev": [8.57, 6.44]}

We find i to be the most stable, with the next structure 0.0525 hartree higher.

i.
{"formula": "C3H7NO2", "method": "wB97M-V/def2-TZVPD", "species": ["O", "C", "N", "C", "O", "C", "H", "H", "H", "H", "H", "H", "H"], "positions_angstrom": [[1.1111, -1.6901, -0.5517], [0.2095, -0.9640, 0.0091], [0.5755, 0.2420, 0.6620], [-0.3245, 1.4644, 0.5008], [-0.0673, 2.0891, -0.6826], [-1.2354, -1.4653, 0.1292], [1.5634, 0.3897, 0.5544], [0.0325, 2.2985, 1.2239], [-1.4156, 1.2623, 0.2786], [0.5555, 1.7763, -1.3244], [-2.1364, -1.0064, -0.5245], [-1.5709, -1.3084, 1.1924], [-1.3053, -2.5082, 0.0054]], "nbo_charge": [-0.0713, 0.6532, -0.4973, 0.0666, -0.7203, -0.7369, 0.4250, 0.2516, 0.2384, 0.5006, 0.3183, 0.2925, 0.2796], "orbital_gap_ev": [10.06, 5.88], "multiplicity": 2, "s2": 0.759, "total_charge": 1}

ii.
{"formula": "C3H7NO2", "method": "wB97M-V/def2-TZVPD", "species": ["C", "C", "N", "H", "H", "H", "H", "H", "H", "O", "C", "O", "H"], "positions_angstrom": [[-0.8373, -0.5942, 0.7568], [0.2288, -1.3959, 0.3493], [-0.6803, 0.0445, 1.9624], [-1.8265, -0.9319, 0.4437], [0.2344, -1.7640, -0.6780], [1.0943, -1.4755, 0.9975], [0.0355, -0.4739, 2.4723], [0.6342, 0.7446, -0.4262], [-1.5075, 0.1029, 2.5565], [1.0924, 1.4632, -0.8763], [0.6252, 1.4698, -2.1669], [-0.4615, 1.7800, -2.5284], [1.3683, 1.0304, -2.8625]], "nbo_charge": [0.0764, -0.1366, -0.5530, 0.2726, 0.2530, 0.2258, 0.4164, 0.4546, 0.4372, -0.7105, 0.6392, -0.4943, 0.1191], "orbital_gap_ev": [8.52, 5.38], "multiplicity": 2, "s2": 0.765, "total_charge": 1}

We find ii to be the most stable, with the next structure 0.0174 hartree higher.

i.
{"formula": "C5H11NOS", "method": "wB97M-V/def2-TZVPD", "species": ["C", "C", "C", "C", "C", "N", "O", "S", "H", "H", "H", "H", "H", "H", "H", "H", "H", "H", "H"], "positions_angstrom": [[0.2337, -0.5379, -0.0466], [0.4080, 0.2619, -1.6280], [0.2814, -0.5190, 1.3365], [0.2424, 2.4210, -0.2341], [0.5176, 1.7761, -1.6409], [-0.9183, -2.9283, 0.9436], [-1.1173, -1.7846, 3.2475], [-0.0558, -2.0826, 2.2895], [1.1996, -0.4127, -1.9965], [0.1871, -1.5588, -0.2816], [-0.4862, -0.1460, -2.2386], [0.3619, 0.3496, 1.9875], [-0.7641, 2.3277, -0.2640], [0.4712, 3.5142, -0.2909], [0.6433, 1.9074, 0.6522], [1.5703, 2.0647, -1.7602], [-0.0730, 2.1703, -2.4681], [-0.7957, -3.9006, 1.0446], [-1.9062, -2.9224, 1.3481]], "nbo_charge": [-0.1380, -0.3808, -0.4963, -0.5911, -0.4293, -1.0174, -0.9604, 1.3521, 0.2277, 0.1999, 0.2211, 0.2200, 0.2015, 0.2091, 0.2133, 0.2041, 0.2147, 0.3649, 0.3850], "orbital_gap_ev": 9.83}

ii.
{"formula": "C5H11NOS", "method": "wB97M-V/def2-TZVPD", "species": ["O", "C", "C", "C", "C", "S", "C", "N", "H", "H", "H", "H", "H", "H", "H", "H", "H", "H", "H"], "positions_angstrom": [[-2.7420, 0.9691, -0.0101], [-2.2357, -0.0836, -0.5069], [-1.0197, -0.7485, 0.1371], [-0.4399, 0.0040, 1.2737], [0.9848, -0.3985, 1.3424], [2.0696, -0.7058, 0.0564], [2.1034, 0.9706, -0.7729], [-0.8949, -0.0220, -1.1675], [-2.8925, -0.8719, -0.9189], [-1.1609, -1.8151, 0.3021], [-1.0441, -0.2917, 2.1375], [-0.6094, 1.0800, 1.1118], [1.2715, -1.0298, 2.1749], [-1.3194, 2.9351, -0.9840], [1.8333, 1.6265, 0.0538], [1.3761, 1.1290, -1.5622], [3.1004, 1.2529, -1.1098], [-0.7443, 3.4062, -1.0148], [-0.6740, -0.7324, -1.8665]], "nbo_charge": [-0.6743, 0.3194, -0.1161, -0.5182, -0.1772, 0.3842, -0.7184, -0.6394, 0.1216, 0.2093, 0.2487, 0.2831, 0.2144, 0.0459, 0.2293, 0.2555, 0.2309, -0.0515, 0.3528], "orbital_gap_ev": 5.26}

We find i to be the most stable, with the next structure 0.0818 hartree higher.

i.
{"formula": "C5H11NOS", "method": "wB97M-V/def2-TZVPD", "species": ["C", "C", "C", "C", "C", "N", "O", "S", "H", "H", "H", "H", "H", "H", "H", "H", "H", "H", "H"], "positions_angstrom": [[-0.5428, -0.4495, 0.5373], [-2.9292, -0.7920, -0.1796], [2.9356, 1.0042, -0.3265], [-1.6371, 0.0221, -0.4242], [1.6183, 0.7966, 0.4172], [0.7248, -0.2468, -0.1467], [-0.5533, -1.8329, 0.5678], [1.1380, -1.9802, 0.0496], [-0.6402, -0.2891, 1.5515], [-2.8502, -1.8062, -0.5642], [-3.7734, -0.2596, -0.7219], [-3.2157, -0.7913, 0.8375], [2.7484, 1.3407, -1.4310], [3.4029, 1.8818, 0.0916], [3.6566, 0.1759, -0.3596], [-1.8050, 1.1779, -0.2956], [-1.2559, -0.0549, -1.4742], [1.9910, 0.3730, 1.3703], [0.9873, 1.7303, 0.5005]], "nbo_charge": [0.2169, -0.6143, -0.6239, -0.4144, -0.2391, -0.5464, -0.6357, 0.5919, 0.1696, 0.2237, 0.2070, 0.2043, 0.2064, 0.2202, 0.2170, 0.1984, 0.2287, 0.1757, 0.2140], "orbital_gap_ev": 7.78}

ii.
{"formula": "C5H11NOS", "method": "wB97M-V/def2-TZVPD", "species": ["C", "C", "C", "C", "C", "N", "O", "S", "H", "H", "H", "H", "H", "H", "H", "H", "H", "H", "H"], "positions_angstrom": [[0.6803, 0.6877, 0.4165], [0.1348, -0.6813, 0.3730], [-1.4460, -0.5757, 0.4928], [0.6262, -1.5988, 1.5352], [-0.2491, 1.9555, -1.9659], [1.4768, -0.6108, -1.5074], [0.4124, -1.1894, -0.8863], [1.3076, 1.0589, -1.2796], [0.0942, 1.4141, 0.8599], [1.5843, 0.6693, 1.0163], [-1.7347, -1.4404, -0.0014], [-2.0658, 0.2262, 0.0750], [-1.7907, -0.7856, 1.5984], [0.0547, -2.4595, 1.6929], [0.6816, -0.9736, 2.4531], [1.6442, -1.9197, 1.3910], [-0.7194, 1.1496, -2.4308], [0.2074, 2.6486, -2.7033], [-0.8989, 2.4248, -1.1294]], "nbo_charge": [-0.5717, 0.2203, -0.6318, -0.6166, -0.7935, -0.4910, -0.4024, 0.8624, 0.2249, 0.2287, 0.2204, 0.2131, 0.2043, 0.2177, 0.2024, 0.2238, 0.2289, 0.2312, 0.2291], "orbital_gap_ev": 8.36}

We find i to be the most stable, with the next structure 0.0472 hartree higher.

i.
{"formula": "C3H3IS", "method": "wB97M-V/def2-TZVPD", "species": ["C", "C", "C", "S", "I", "H", "H", "H"], "positions_angstrom": [[0.2181, 0.6408, -1.0944], [0.8946, -0.2676, -0.6697], [1.3782, -1.3648, 0.1008], [0.3544, -2.0564, 1.0745], [-2.6542, 0.6157, 2.0510], [-0.4847, 1.4738, -1.3809], [2.4118, -1.6915, -0.0334], [-1.6249, 0.6380, 3.2347]], "nbo_charge": [-0.1486, -0.1057, -0.3780, 0.1482, -0.0941, 0.2595, 0.2232, 0.0955], "orbital_gap_ev": 8.04, "smiles": "C#CC=S.I"}

ii.
{"formula": "C3H3IS", "method": "wB97M-V/def2-TZVPD", "species": ["C", "C", "C", "S", "I", "H", "H", "H"], "positions_angstrom": [[0.5300, -1.3352, 0.5054], [0.5457, -0.1850, -0.0827], [-0.4026, 1.1265, -0.2271], [1.6014, -1.3960, -0.9114], [-2.2958, 0.7362, 0.6754], [0.4008, -2.0157, 1.2231], [-0.4866, 1.1056, -1.4016], [0.1072, 1.9636, 0.2189]], "nbo_charge": [-0.2843, -0.0770, -0.5816, 0.0659, 0.1413, 0.2326, 0.2594, 0.2437], "orbital_gap_ev": 7.60, "smiles": "ICC1=CS1"}

We find i to be the most stable, with the next structure 0.0111 hartree higher.